No. 1
H6O3 | ωB97M-V/def2-TZVPD

The geometry in ORCA input format:
```
! RIJCOSX wB97M-V def2-TZVPD def2/J DEFGRID3
* xyz -1 2
O 0.9015 -0.6507 -0.3246
O 0.2684 -3.1156 -1.3512
O -1.0061 3.8689 1.7223
H 0.5512 -1.4194 -0.6179
H -1.9513 3.9973 2.1605
H 1.3429 -0.8556 0.4848
H -0.8664 4.1598 0.8700
H -0.6739 -3.1054 -1.1312
H 0.2875 -3.5978 -2.1387
*
```

Output
- LUMO energy (spin up / spin down): 2.9 / 2.8 eV
- Total energy: -229.2410 hartree
- Energy above the lowest of the compared OMol25 structures with the same formula, charge and spin: 1.1968 eV
- M: 54.0 u
- Frontier orbital gap (spin up / spin down): 1.7 / 9.5 eV
- F_max: 5.9 eV Å⁻¹
- Highest occupied orbital energy (spin up / spin down): 1.244 / -6.670 eV

---

No. 2
H6O3 | ωB97M-V/def2-TZVPD

The geometry in ORCA input format:
```
! RIJCOSX wB97M-V def2-TZVPD def2/J DEFGRID3
* xyz 0 1
O 0.6214 1.3322 -2.1872
O -0.5942 -1.2699 2.8875
O 0.2136 -0.3466 0.3085
H -0.4917 -0.7192 2.0854
H -0.9502 -2.1038 2.5672
H -0.2779 1.5877 -2.4234
H -0.5448 -0.1128 -0.2373
H 0.9106 0.2533 0.0140
H 1.1133 1.3790 -3.0148
*
```

Output
- SMILES: O.O.O
- LUMO energy: 0.4 eV
- Total energy: -229.3106 hartree
- Energy above the lowest of the compared OMol25 structures with the same formula, charge and spin: 0.3945 eV
- M: 54.0 u
- Frontier orbital gap: 11.0 eV
- F_max: 0.6 eV Å⁻¹
- Highest occupied orbital energy: -10.596 eV

---

No. 3
H6O3 | ωB97M-V/def2-TZVPD

The geometry in ORCA input format:
```
! RIJCOSX wB97M-V def2-TZVPD def2/J DEFGRID3
* xyz 0 1
O -2.2631 -0.8491 -1.5365
O 0.0592 -0.3836 -0.3510
O 1.6181 0.5387 1.8692
H 1.3171 1.3182 2.2385
H -2.0189 -1.0806 -2.4256
H 2.2788 0.6789 1.3106
H -1.5356 -0.4942 -0.9836
H 0.3618 0.4033 -0.7136
H 0.1828 -0.1316 0.5921
*
```

Output
- SMILES: O.O.O
- LUMO energy: 0.4 eV
- Total energy: -229.2921 hartree
- Energy above the lowest of the compared OMol25 structures with the same formula, charge and spin: 0.8973 eV
- M: 54.0 u
- Frontier orbital gap: 10.8 eV
- F_max: 5.9 eV Å⁻¹
- Highest occupied orbital energy: -10.391 eV

---

No. 4
H6O3 | ωB97M-V/def2-TZVPD

The geometry in ORCA input format:
```
! RIJCOSX wB97M-V def2-TZVPD def2/J DEFGRID3
* xyz 0 1
O -5.6831 -5.0388 0.0189
O 2.1761 3.7494 -1.1209
O 3.5080 0.9955 1.0702
H 3.4338 1.3843 1.9457
H -5.6043 -4.0799 -0.1169
H 1.5240 4.2139 -1.6487
H 3.1357 1.6517 0.4684
H 3.0800 4.0266 -1.2765
H -5.5899 -5.0768 0.9788
*
```

Output
- SMILES: O.O.O
- LUMO energy: 0.7 eV
- Total energy: -229.3016 hartree
- Energy above the lowest of the compared OMol25 structures with the same formula, charge and spin: 0.6380 eV
- M: 54.0 u
- Frontier orbital gap: 12.1 eV
- F_max: 1.1 eV Å⁻¹
- Highest occupied orbital energy: -11.336 eV

---

No. 5
H6O3 | ωB97M-V/def2-TZVPD

The geometry in ORCA input format:
```
! RIJCOSX wB97M-V def2-TZVPD def2/J DEFGRID3
* xyz 0 1
O 0.7633 -1.3193 1.7943
O -0.0970 -0.3760 -0.7590
O -0.3592 2.4279 -1.0216
H -1.0897 2.4986 -1.6517
H 0.0421 1.6015 -1.0391
H 1.0747 -1.9987 1.3886
H 0.0871 -0.8253 0.0188
H -0.7597 -0.6711 -1.2984
H 0.3384 -1.3375 2.5681
*
```

Output
- SMILES: O.O.O
- LUMO energy: 0.7 eV
- Total energy: -229.2715 hartree
- Energy above the lowest of the compared OMol25 structures with the same formula, charge and spin: 1.4583 eV
- M: 54.0 u
- Frontier orbital gap: 11.3 eV
- F_max: 8.3 eV Å⁻¹
- Highest occupied orbital energy: -10.645 eV

---

No. 6
H6O3 | ωB97M-V/def2-TZVPD

The geometry in ORCA input format:
```
! RIJCOSX wB97M-V def2-TZVPD def2/J DEFGRID3
* xyz 0 1
O -1.9636 -0.3286 0.1346
O -0.6217 0.8602 0.0666
O 2.0981 -0.0622 -0.0371
H 2.5592 -0.0903 0.8088
H 0.0588 1.3853 -0.3695
H 2.1619 -0.9648 -0.3691
H -0.1252 0.2271 0.5973
H -2.1454 0.2086 -0.6448
H -2.0222 -1.2354 -0.1868
*
```

Output
- SMILES: O.O.O
- LUMO energy: 0.6 eV
- Total energy: -229.2120 hartree
- Energy above the lowest of the compared OMol25 structures with the same formula, charge and spin: 3.0771 eV
- M: 54.0 u
- Frontier orbital gap: 9.2 eV
- F_max: 8.4 eV Å⁻¹
- Highest occupied orbital energy: -8.596 eV

---

What did the second record say?
H6O3 | ωB97M-V/def2-TZVPD

The geometry in ORCA input format:
```
! RIJCOSX wB97M-V def2-TZVPD def2/J DEFGRID3
* xyz 0 1
O 0.6214 1.3322 -2.1872
O -0.5942 -1.2699 2.8875
O 0.2136 -0.3466 0.3085
H -0.4917 -0.7192 2.0854
H -0.9502 -2.1038 2.5672
H -0.2779 1.5877 -2.4234
H -0.5448 -0.1128 -0.2373
H 0.9106 0.2533 0.0140
H 1.1133 1.3790 -3.0148
*
```

Output
- SMILES: O.O.O
- LUMO energy: 0.4 eV
- Total energy: -229.3106 hartree
- Energy above the lowest of the compared OMol25 structures with the same formula, charge and spin: 0.3945 eV
- M: 54.0 u
- Frontier orbital gap: 11.0 eV
- F_max: 0.6 eV Å⁻¹
- Highest occupied orbital energy: -10.596 eV